Entry 1:
{
  "formula": "C17H19BrN7OPV",
  "method": "ωB97M-V/def2-TZVPD",
  "total_charge": 2,
  "orbital_gap_ev": [8.84, 9.38],
  "spin_multiplicity": 4,
  "symbols": ["V", "C", "N", "C", "C", "N", "C", "P", "C", "N", "C", "C", "N", "C", "C", "N", "C", "C", "N", "C", "H", "H", "H", "H", "H", "H", "H", "H", "H", "H", "H", "H", "H", "H", "H", "O", "C", "C", "C", "N", "C", "Br", "C", "H", "H", "H", "H"],
  "xyz": [[0.50095, -0.71695, -0.93757], [-0.00695, 2.51319, 3.55104], [0.64740, 1.84953, 2.42240], [1.98613, 1.92575, 2.15572], [2.20642, 1.15033, 1.05888], [1.01958, 0.60135, 0.64951], [0.09026, 1.03783, 1.49862], [-1.68332, 0.60289, 1.43287], [-1.95934, 0.91101, -0.34362], [-1.19456, 0.44693, -1.32980], [-1.73097, 0.91282, -2.49916], [-2.83231, 1.66251, -2.20874], [-2.96476, 1.65496, -0.84764], [-4.02960, 2.33323, -0.10598], [-1.46305, -1.20715, 1.34662], [-0.65134, -1.81878, 0.48691], [-0.77634, -3.16286, 0.72386], [-1.67027, -3.35558, 1.73226], [-2.09867, -2.11473, 2.11674], [-3.05208, -1.86240, 3.19775], [0.34365, 3.54019, 3.60453], [0.23333, 1.98833, 4.47267], [-1.08149, 2.51035, 3.39507], [2.65567, 2.51344, 2.75932], [3.13802, 0.95455, 0.55646], [-1.30098, 0.68665, -3.45974], [-3.51996, 2.19039, -2.84598], [-4.64702, 2.86584, -0.82232], [-3.60166, 3.04585, 0.59450], [-4.64086, 1.60470, 0.42085], [-0.22994, -3.90128, 0.16197], [-2.03336, -4.25402, 2.20033], [-3.91752, -2.50550, 3.06328], [-3.36577, -0.82354, 3.15970], [-2.58024, -2.06870, 4.15559], [5.67004, -1.93154, -3.56960], [4.53340, -1.35655, -3.20939], [4.42978, -0.04461, -2.73572], [3.19216, 0.43557, -2.37803], [2.04857, -0.27597, -2.48521], [2.21159, -1.51089, -2.96206], [0.54129, -2.44205, -3.02790], [3.37242, -2.13523, -3.31480], [6.42646, -1.33419, -3.49751], [5.30252, 0.58809, -2.64900], [3.07781, 1.44740, -2.00989], [3.40494, -3.15115, -3.67777]],
  "forces_ev_per_a": [[-0.1, 0.2, 0.0], [0.0, 0.0, -0.1], [0.1, 0.0, 0.0], [0.0, 0.0, 0.0], [0.0, 0.0, 0.0], [0.1, 0.1, 0.1], [-0.1, 0.0, -0.1], [-0.1, 0.0, 0.1], [0.2, -0.1, 0.1], [-0.1, 0.1, -0.1], [0.0, 0.0, 0.0], [0.0, 0.0, 0.0], [-0.1, 0.0, -0.1], [0.1, 0.0, 0.0], [0.0, 0.2, -0.1], [0.0, -0.1, 0.0], [0.0, 0.0, -0.1], [0.0, 0.0, 0.1], [0.0, 0.0, 0.0], [0.1, 0.0, -0.1], [0.0, 0.0, 0.0], [0.0, 0.0, 0.0], [0.0, 0.0, 0.0], [0.0, 0.0, 0.0], [0.0, 0.0, 0.0], [0.0, 0.0, 0.0], [0.0, 0.0, 0.0], [0.0, 0.0, 0.0], [0.0, 0.0, 0.0], [0.0, 0.0, 0.0], [0.0, 0.0, 0.0], [0.0, 0.0, 0.0], [0.0, 0.0, 0.0], [0.0, 0.0, 0.0], [0.0, 0.0, 0.0], [0.0, 0.0, 0.0], [0.0, -0.1, -0.1], [-0.1, 0.0, 0.0], [-0.1, 0.3, -0.1], [0.7, -0.2, 0.5], [-0.5, -0.2, -0.1], [-0.1, -0.2, 0.0], [0.1, 0.2, -0.1], [0.0, 0.0, 0.0], [0.0, 0.0, 0.0], [0.0, 0.0, 0.0], [0.0, 0.0, 0.0]]
}



Entry 2:
{
  "formula": "C3H6N2O2",
  "method": "ωB97M-V/def2-TZVPD",
  "total_charge": 0,
  "orbital_gap_ev": 9.25,
  "spin_multiplicity": 1,
  "smiles": "[O-][N+]1=CN(O)CC1",
  "relative_energy_kj_mol": 609.86,
  "symbols": ["C", "C", "C", "N", "N", "O", "O", "H", "H", "H", "H", "H", "H"],
  "xyz": [[0.72532, -1.43579, -0.52190], [-0.45360, 0.59624, -0.32221], [0.97251, 0.69747, 0.32824], [-0.65492, -0.86284, -0.47654], [1.61048, -0.58469, -0.05791], [2.88002, -0.68984, 0.18271], [-1.25535, -1.35736, 0.69916], [0.88665, -2.33662, -0.93028], [-1.31564, 0.83923, 0.41734], [-0.44788, 1.20663, -1.29224], [1.68149, 1.35941, -0.13174], [0.80488, 0.76130, 1.43480], [-1.97356, -1.99734, 0.61938]],
  "forces_ev_per_a": [[-1.5, 4.9, 1.6], [-0.2, 0.6, 1.1], [-1.6, -0.5, 0.4], [1.5, -1.3, -2.0], [0.2, -1.3, 0.9], [-1.8, -0.2, -0.8], [0.5, 0.5, 2.1], [0.8, -3.1, -1.1], [1.7, 0.4, -1.5], [-0.5, -1.3, 1.2], [-0.2, 1.1, 0.4], [1.0, 0.0, -1.0], [0.1, 0.2, -1.4]]
}



Entry 3:
{
  "formula": "C5H10O2",
  "method": "ωB97M-V/def2-TZVPD",
  "total_charge": 0,
  "orbital_gap_ev": 9.35,
  "spin_multiplicity": 1,
  "smiles": "C/C=C/C=C/O.O",
  "relative_energy_kj_mol": 258.31,
  "symbols": ["C", "C", "C", "C", "C", "O", "H", "H", "H", "H", "H", "H", "H", "H", "H", "H", "O"],
  "xyz": [[-2.94069, -0.12455, 2.17261], [-1.61255, -0.70255, 1.69909], [-1.09258, -0.42057, 0.48978], [0.27952, -0.82195, 0.07898], [0.74223, -0.52075, -1.11775], [1.97596, -0.67472, -1.68235], [-3.64902, -0.94907, 2.09797], [-2.79428, 0.17175, 3.20848], [-3.17238, 0.70452, 1.51832], [-0.90987, -1.25622, 2.31391], [-1.76514, -0.11035, -0.30103], [0.77433, -1.32218, 0.90632], [0.03020, -0.09001, -1.82737], [2.54307, 0.08326, -1.59596], [1.29530, 2.02103, -1.48330], [2.32812, 2.26975, -0.38486], [2.16231, 2.40811, -1.31842]],
  "forces_ev_per_a": [[1.5, -1.5, -0.2], [0.9, 1.1, -1.2], [-0.2, -1.4, -0.2], [-1.1, -0.1, 1.4], [-0.2, 1.0, -1.1], [0.0, -1.6, 0.3], [-0.5, 0.4, 0.2], [-0.4, 0.2, 0.0], [-0.4, 0.1, 0.1], [-0.4, 0.1, 0.7], [0.1, 0.8, 0.0], [0.7, 0.1, -0.4], [-0.1, 0.1, 0.1], [0.1, 0.8, 0.2], [0.0, 0.1, 0.1], [-0.1, 0.0, 0.3], [0.1, -0.2, -0.3]]
}



Entry 4:
{
  "formula": "C11H8N2",
  "method": "ωB97M-V/def2-TZVPD",
  "total_charge": 0,
  "orbital_gap_ev": [6.99, 6.99],
  "spin_multiplicity": 1,
  "relative_energy_kj_mol": 485.15,
  "symbols": ["C", "C", "C", "C", "C", "C", "C", "C", "C", "C", "C", "N", "N", "H", "H", "H", "H", "H", "H", "H", "H"],
  "xyz": [[0.41750, -1.94819, 0.62629], [-1.97392, -1.71164, 0.34228], [1.85084, 0.72344, -0.67119], [1.77287, 0.77864, 0.74930], [1.00372, 0.04542, -1.47801], [0.67303, 0.56084, 1.53919], [-1.28042, 0.77949, -1.15914], [-1.22902, 1.33948, 0.04571], [-0.41947, -0.54371, -1.22625], [-0.67742, 0.59667, 1.23499], [-0.68739, -1.31557, 0.01456], [1.35748, -2.45984, 1.09526], [-3.03215, -2.05244, 0.61304], [2.75991, 0.95249, -1.23183], [2.67873, 0.93756, 1.34986], [1.45632, -0.00244, -2.52555], [0.85367, 0.36154, 2.61387], [-1.67407, 1.26272, -1.95638], [-1.72231, 2.27897, 0.11176], [-0.75970, -0.93414, -2.11492], [-1.36822, 0.35071, 2.02716]],
  "forces_ev_per_a": [[1.4, -1.8, 0.6], [-0.4, -0.5, -0.1], [0.0, -1.1, -0.6], [-0.1, 0.3, 1.3], [-0.2, -0.2, -1.2], [1.5, 0.9, 1.6], [2.6, -1.8, 3.5], [-0.4, -1.0, 0.1], [0.7, 3.2, 0.1], [-1.1, -0.9, -2.8], [1.8, 1.8, 0.8], [-1.4, 1.0, -0.7], [-1.0, -0.2, 0.3], [0.0, 0.4, 0.8], [-0.1, -0.2, -0.7], [-1.4, -0.3, 1.2], [0.2, 0.2, -0.7], [-1.1, 1.1, -2.6], [-0.3, 0.8, 0.8], [-0.5, -1.9, -1.9], [-0.2, 0.2, 0.1]]
}



Entry 5:
{
  "formula": "C17H54N6O8",
  "method": "ωB97M-V/def2-TZVPD",
  "total_charge": 0,
  "orbital_gap_ev": 9.07,
  "spin_multiplicity": 1,
  "smiles": "COC[C@H](C)N.COC[C@H](C)N.COC[C@H](C)N.COC[C@H](C)N.NC(N)=O.O.O.O",
  "relative_energy_kj_mol": 223.17,
  "symbols": ["O", "H", "H", "O", "H", "H", "O", "H", "H", "C", "O", "N", "N", "H", "H", "H", "H", "C", "C", "C", "O", "C", "N", "H", "H", "H", "H", "H", "H", "H", "H", "H", "H", "H", "C", "C", "C", "O", "C", "N", "H", "H", "H", "H", "H", "H", "H", "H", "H", "H", "H", "C", "C", "C", "O", "C", "N", "H", "H", "H", "H", "H", "H", "H", "H", "H", "H", "H", "C", "C", "C", "O", "C", "N", "H", "H", "H", "H", "H", "H", "H", "H", "H", "H", "H"],
  "xyz": [[0.88764, -3.21467, 2.27136], [1.50011, -3.64935, 1.67793], [1.33841, -2.41294, 2.53644], [-2.14619, -0.25407, -1.46301], [-2.53871, -0.35938, -2.32965], [-2.60538, -0.88867, -0.91286], [3.02209, -1.14881, 2.39097], [2.88380, -0.51808, 1.68437], [3.63657, -1.78609, 2.02696], [1.13533, -0.33718, -0.35069], [2.12271, 0.03560, 0.23674], [0.57739, 0.41018, -1.24297], [0.51375, -1.46754, -0.32760], [-0.23877, 0.04779, -1.71483], [0.92098, 1.35970, -1.26446], [-0.29488, -1.47960, -0.93265], [0.59188, -1.98952, 0.53352], [0.36739, 3.35916, 1.17474], [0.32710, 4.53790, 2.18768], [-0.64629, 5.64026, 1.79664], [-0.39556, 6.06198, 0.44667], [0.88197, 6.68000, 0.22459], [-0.09888, 3.96772, 3.40936], [0.56792, 3.72964, 0.16944], [-0.57207, 2.81652, 1.06961], [1.17251, 2.62458, 1.19129], [1.35890, 4.83074, 2.38191], [-0.55229, 6.43912, 2.53222], [-1.66382, 5.29285, 1.97564], [1.66488, 5.92163, 0.22994], [1.17916, 7.40028, 0.98681], [0.83215, 7.22235, -0.71958], [-0.19025, 4.71307, 4.08479], [-0.94459, 3.41988, 3.34049], [5.92730, 3.92052, 1.20728], [4.57199, 4.32420, 0.63576], [3.86482, 3.10711, 0.02783], [4.57266, 2.83939, -1.19091], [4.13336, 1.68444, -1.92618], [3.90327, 5.03429, 1.73206], [6.48167, 4.78598, 1.57026], [6.60517, 3.41015, 0.52309], [5.74946, 3.28884, 2.07759], [4.68638, 5.16128, -0.05295], [2.86599, 3.44319, -0.25052], [3.67457, 2.21151, 0.61928], [4.71432, 1.51194, -2.83218], [3.05896, 1.62536, -2.10020], [4.19132, 0.76116, -1.34973], [3.50493, 4.38632, 2.39656], [4.45085, 5.55643, 2.40111], [-0.39398, -1.88919, -4.12806], [-1.72117, -2.72723, -4.08559], [-2.90250, -1.92766, -4.67387], [-3.30476, -0.84145, -3.80910], [-4.28484, -0.06488, -4.39980], [-1.38539, -3.90647, -4.87233], [0.06342, -1.77872, -5.11126], [0.33024, -2.40261, -3.49559], [-0.46895, -0.88605, -3.70831], [-1.86784, -3.04376, -3.05292], [-3.75614, -2.58481, -4.83983], [-2.51685, -1.51933, -5.60802], [-4.36634, 0.90525, -3.90958], [-5.26136, -0.49550, -4.17825], [-4.08996, 0.13866, -5.45274], [-1.37859, -3.65949, -5.85164], [-0.40591, -4.04883, -4.67121], [-1.55311, -5.69384, 3.31209], [-2.24543, -5.07199, 2.19209], [-3.77119, -5.20487, 2.36986], [-4.04661, -6.58092, 2.49887], [-5.40219, -6.82443, 2.27058], [-1.85972, -3.68762, 2.08311], [-1.94619, -5.32211, 4.25835], [-0.46384, -5.72454, 3.28671], [-1.78522, -6.75754, 3.25956], [-2.04806, -5.56253, 1.23893], [-4.19134, -4.81531, 1.44260], [-4.11952, -4.54443, 3.16395], [-5.64000, -7.88002, 2.40204], [-5.65699, -6.71696, 1.21624], [-6.07393, -6.25384, 2.91190], [-2.15666, -3.18872, 2.90956], [-0.88105, -3.49518, 2.24211]],
  "forces_ev_per_a": [[0.0, -0.2, -0.1], [0.2, -0.2, -0.1], [0.7, 0.6, 0.3], [0.5, 0.1, 0.6], [-0.4, -0.2, -0.8], [-0.2, -0.1, 0.3], [0.1, -0.8, 1.2], [-0.5, 0.4, -0.9], [0.3, -0.1, 0.0], [0.8, 1.2, -0.7], [2.0, 0.5, 1.9], [-0.6, 3.4, -2.8], [-0.8, -4.2, 1.4], [-0.1, 1.2, 0.1], [-0.5, -0.1, -0.5], [-0.2, -0.8, 0.8], [-0.5, -0.5, -0.3], [0.3, 0.7, -1.5], [0.1, -2.1, -0.9], [1.6, 0.0, -0.9], [-0.6, 0.8, 0.6], [-0.4, -0.5, 0.3], [0.1, -0.4, 2.0], [-0.4, 0.5, -0.2], [-0.2, 0.1, 0.4], [0.1, 0.0, 1.3], [-0.1, 0.7, -0.5], [0.3, 0.6, -0.1], [-0.1, -0.2, -0.9], [0.2, 0.0, -0.3], [-0.3, 0.1, 0.3], [0.0, -0.3, 0.0], [-0.3, -0.2, 0.5], [-0.2, 0.2, 0.0], [0.7, -0.2, -0.3], [1.8, 0.6, 1.6], [-0.8, 1.2, -1.4], [0.0, -0.9, -0.3], [-0.3, -0.5, 1.2], [-2.4, -0.7, 0.9], [-0.1, 0.2, 0.0], [-0.2, -0.2, -0.2], [0.0, -0.2, 0.0], [0.1, -0.7, -0.9], [-0.4, 0.1, -0.1], [0.7, 0.0, 0.5], [0.0, 0.7, 0.1], [-0.2, 0.9, -0.6], [0.7, -0.1, 0.5], [-0.5, -0.6, -0.1], [1.0, 0.3, -0.8], [-0.5, 0.5, 1.1], [1.6, 1.5, -0.5], [0.6, -0.4, 0.9], [1.4, -1.1, -0.4], [-1.2, 1.0, 0.3], [-0.8, -0.6, -0.1], [-0.4, -0.2, -0.2], [0.2, -0.1, 0.0], [-0.2, 0.1, 0.0], [-0.4, 0.1, 0.0], [-0.1, 0.0, -0.2], [-0.3, 0.1, -0.3], [0.5, 0.1, 0.2], [-0.3, -0.3, -0.7], [-0.2, -0.3, -0.1], [-0.2, 0.0, -0.3], [0.1, -0.6, 0.0], [0.5, -2.6, 1.1], [-0.5, 0.8, -0.5], [1.4, 0.3, -1.2], [-0.4, 0.4, 0.5], [-0.6, -1.1, -0.5], [-0.7, 1.7, -0.2], [0.3, 0.1, 0.1], [0.0, 0.8, -0.1], [-0.2, -0.3, 0.5], [0.3, -0.1, 0.0], [-0.4, 0.0, -0.2], [-0.2, -0.3, 0.6], [0.4, -0.1, 0.6], [-0.1, 0.8, -0.2], [0.0, 0.3, 0.0], [-1.0, 0.1, 0.3], [0.5, -0.9, -0.8]]
}



Entry 6:
{
  "formula": "C4H7NO2",
  "method": "ωB97M-V/def2-TZVPD",
  "total_charge": 0,
  "orbital_gap_ev": 9.86,
  "spin_multiplicity": 1,
  "relative_energy_kj_mol": 413.24,
  "symbols": ["C", "N", "C", "C", "O", "C", "O", "H", "H", "H", "H", "H", "H", "H"],
  "xyz": [[-0.43065, -2.01251, -1.19009], [0.70888, -1.29877, -0.67246], [0.58684, -0.11242, -0.27337], [1.12841, 0.45938, 0.93417], [1.10300, 1.81458, 0.91157], [-0.01183, 2.08388, 0.04631], [-0.08587, 1.01763, -0.86350], [-0.97234, -1.48402, -1.98031], [-0.10807, -2.98250, -1.57360], [-1.14423, -2.21105, -0.36644], [1.88197, 0.03548, 1.60002], [-0.13047, -0.09531, 1.04093], [0.14826, 3.04669, -0.44927], [-0.89307, 2.11043, 0.70982]],
  "forces_ev_per_a": [[-0.3, -0.1, -0.4], [-0.4, 0.2, 0.5], [1.5, 0.6, -1.9], [-1.8, -1.1, 0.6], [-0.3, 0.2, -0.4], [0.2, 0.2, 0.5], [-0.1, -0.8, -0.1], [0.0, 0.0, -0.1], [-0.1, 0.1, 0.0], [0.2, 0.1, -0.2], [-0.5, -0.2, -0.4], [1.7, 1.4, 2.3], [-0.1, -0.4, 0.0], [-0.1, -0.1, -0.3]]
}